# C37H32BrCaN9O10P2S

A structure of composition C37H32BrCaN9O10P2S in a non-equilibrium geometry (ωB97M-V/def2-TZVPD, the Open Molecules 2025 dataset).

```
93
Properties=species:S:1:pos:R:3
O 1.92765 1.63265 2.12461
C 0.15171 -0.39748 -3.55495
H -1.34874 5.56217 1.48051
H 2.44381 -6.12950 2.73340
C -3.88380 1.28585 -1.33254
O 4.08841 3.24566 0.55061
N -0.45505 1.50400 -2.23286
H -4.58715 -2.04336 -0.03759
H -0.15819 -3.67672 -2.79581
H -4.56760 -0.28631 -2.50411
C -0.56299 -2.01542 -1.49638
H 0.40666 0.29847 -4.34407
H -1.16510 3.13649 1.11209
H 6.39255 1.33101 -1.08823
N -6.94966 1.02701 -3.00676
P 2.85696 3.89061 0.00499
H 2.36705 0.17082 -1.88228
S -0.75259 -0.67921 2.61682
H -0.36172 -3.05297 3.68804
N 0.25783 -1.38500 1.62107
H 2.88166 -2.68021 -1.99413
O 1.73709 3.96018 1.19483
H -0.90141 6.22839 -2.73122
C -5.17640 3.40387 -1.11315
H 3.86921 -5.85101 0.71895
N 3.00181 -0.12490 0.04908
O 2.88779 5.17781 -0.72501
C 3.31357 -4.96095 0.44312
H 4.26631 2.38727 -3.09749
C 0.36386 -3.43951 2.99308
C 4.04415 -0.05456 0.86612
C -0.16850 -2.59967 -2.69083
H -3.02144 -0.49865 -1.76893
Br 3.84611 -0.80596 2.59819
O 0.71142 3.48345 3.46553
C 3.56139 -4.30808 -0.72719
H -6.23550 -4.27046 2.44493
P 1.82172 3.08165 2.58943
H 0.64289 -5.22193 4.16011
C -1.11509 6.04977 -0.59898
C -0.83663 3.33443 -0.99355
O -0.42634 -0.76384 4.01437
C 5.44689 0.89200 -0.78598
H -0.86754 -2.62306 -0.65056
C -6.08291 -3.44061 1.75175
N -0.56159 1.93276 -1.08653
H 3.76591 0.82082 -3.74097
C 3.21435 0.27150 -1.21068
C 0.20832 -1.76845 -3.73242
N -0.62366 -0.69875 -1.31642
H 4.33152 -4.64382 -1.41072
C 1.66259 -3.27556 0.97708
H -2.44171 -2.18530 4.41554
H -6.88634 -2.71708 1.91572
H 3.86904 3.42821 2.38028
C -6.10974 1.53473 -2.38614
C -0.80848 4.19233 -2.09055
C -1.07875 3.82420 0.27730
C -4.73941 -2.78999 1.97075
O -3.00146 1.58174 -0.52515
H 6.08036 0.48820 1.23293
C -2.30798 -1.50627 2.39753
N -3.75174 0.11951 -2.07813
H -0.64674 3.78381 -3.07928
C -0.27387 0.09013 -2.33158
C 0.96340 -4.68130 3.27684
C 2.31289 -4.48973 1.32125
C 4.40202 0.79725 -1.68731
C -4.11018 -2.09823 0.93599
C -0.94388 5.54994 -1.88850
C 5.28375 0.43255 0.50587
O 2.11850 2.79709 -1.01929
C 4.49285 1.31653 -3.09411
H -6.18130 -3.81642 0.73191
O -0.98707 0.66033 2.06688
C -2.90326 -1.45366 1.14262
N -5.29152 4.49617 -0.74823
C 0.72746 -2.66660 1.89888
N 1.88745 -2.67810 -0.21890
C -1.21229 5.18702 0.47528
H -1.15576 7.11989 -0.43676
O 3.25642 3.52179 3.15075
C -5.05802 2.07888 -1.61056
H 0.52993 -2.18584 -4.67982
C -2.91494 -2.18388 3.44042
H 1.54066 3.38007 -1.53467
H -2.42334 -0.87545 0.35857
H 5.49171 1.17735 -3.51301
C 1.94563 -5.19752 2.48908
Ca 0.63913 0.90296 0.76074
C -4.13094 -2.82239 3.22220
C 2.77336 -3.18091 -1.03352
H -4.61739 -3.34472 4.03979
```

**ΔE to the lowest compared entry with this formula, charge and spin**: 175.7 kJ/mol
**E_HOMO**: -2.9 eV
**Total charge**: -2
**DFT total energy**: -190682.010 eV
**Kohn-Sham gap**: 6.210 eV